1.
DFT (ωB97M-V with the def2-TZVPD basis set) results for C30H48BrN3NiP2Se as an isolated structure in a non-equilibrium geometry.

Calculated values
HOMO energy (spin up / spin down) in eV: -13.47 / -13.40
Charge: +2
HOMO-LUMO gap (spin up / spin down) in eV: 6.96 / 5.73
Energy in eV: -231355.6310
Lowest unoccupied orbital energy (spin up / spin down) in eV: -6.512 / -7.676
Expectation value of S²: 2.02
Energy above the lowest of the compared OMol25 structures with the same formula, charge and spin in kcal/mol: 0.00
Multiplicity: 3

CARTESIAN COORDINATES (ANGSTROEM)
N (5.55, -0.08, 1.08)
C (4.76, 0.01, 2.15)
C (3.48, -0.55, 2.16)
C (2.95, -1.07, 0.95)
C (3.85, -1.26, -0.13)
C (5.14, -0.73, 0.00)
C (1.55, -1.39, 0.84)
Ni (-0.08, 0.11, -0.16)
P (-2.28, -0.28, -0.32)
C (0.96, -1.89, -0.34)
C (0.02, -3.01, -0.29)
C (-0.17, -3.81, -1.44)
C (-1.17, -4.78, -1.45)
C (-1.95, -4.95, -0.31)
C (-1.67, -4.29, 0.89)
C (-0.66, -3.33, 0.90)
Br (-3.48, -6.11, -0.38)
H (0.97, -1.37, 1.78)
H (1.45, -1.73, -1.30)
H (2.91, -0.61, 3.09)
H (3.58, -1.80, -1.03)
H (5.14, 0.52, 3.04)
H (5.85, -0.83, -0.82)
H (0.46, -3.67, -2.31)
H (-0.40, -2.85, 1.85)
H (-1.35, -5.38, -2.34)
H (-2.23, -4.53, 1.79)
P (0.75, 1.32, -1.77)
C (-3.02, -0.81, 1.28)
C (-4.31, -1.63, 1.25)
H (-3.16, 0.10, 1.88)
H (-2.24, -1.39, 1.79)
H (-4.63, -1.85, 2.28)
H (-5.14, -1.10, 0.76)
H (-4.18, -2.61, 0.76)
C (-2.77, -1.61, -1.51)
C (-4.16, -1.56, -2.13)
H (-2.61, -2.56, -0.98)
H (-2.01, -1.59, -2.31)
H (-4.26, -2.40, -2.83)
H (-4.95, -1.66, -1.39)
H (-4.31, -0.64, -2.71)
C (-3.23, 1.22, -0.82)
C (-4.71, 1.31, -0.45)
H (-3.10, 1.32, -1.91)
H (-2.70, 2.07, -0.37)
H (-5.12, 2.26, -0.82)
H (-5.30, 0.50, -0.90)
H (-4.85, 1.29, 0.63)
C (0.57, 3.16, -1.87)
C (-0.84, 3.72, -1.79)
H (1.04, 3.44, -2.82)
H (1.18, 3.57, -1.06)
H (-0.80, 4.80, -1.97)
H (-1.50, 3.28, -2.54)
H (-1.29, 3.59, -0.79)
C (0.06, 0.82, -3.42)
C (0.32, -0.63, -3.79)
H (0.52, 1.51, -4.15)
H (-1.01, 1.04, -3.38)
H (-0.18, -0.86, -4.74)
H (1.39, -0.84, -3.92)
H (-0.06, -1.34, -3.04)
C (2.55, 1.26, -2.18)
C (3.48, 2.01, -1.22)
H (2.64, 1.68, -3.19)
H (2.84, 0.20, -2.24)
H (4.52, 1.78, -1.47)
H (3.36, 3.10, -1.29)
H (3.31, 1.71, -0.18)
C (-0.28, 0.57, 4.19)
N (0.88, 1.40, 3.93)
C (1.95, 1.65, 4.78)
C (2.82, 2.45, 4.11)
N (2.27, 2.70, 2.86)
C (2.89, 3.52, 1.84)
C (1.09, 2.01, 2.73)
Se (-0.12, 1.98, 1.31)
H (-0.22, 0.19, 5.22)
H (-0.32, -0.29, 3.50)
H (-1.20, 1.15, 4.05)
H (2.02, 1.24, 5.77)
H (3.76, 2.88, 4.39)
H (3.07, 4.53, 2.23)
H (3.86, 3.09, 1.52)
H (2.22, 3.58, 0.97)

=====

2.
DFT (ωB97M-V with the def2-TZVPD basis set) results for the molecule C6H10O.

Calculated values
HOMO energy in eV: -7.45
Charge: 0
HOMO-LUMO gap in eV: 7.60
Energy in eV: -8427.5880
Lowest unoccupied orbital energy in eV: 0.151
Energy above the lowest of the compared OMol25 structures with the same formula, charge and spin in kcal/mol: 84.23
Multiplicity: 1

CARTESIAN COORDINATES (ANGSTROEM)
C (1.97, -0.60, 0.64)
C (0.51, -0.77, 0.38)
O (-0.19, 0.31, 2.00)
C (-0.79, 0.86, 0.99)
C (-0.15, 1.47, -0.22)
C (-0.34, 0.00, -0.46)
C (-1.38, -0.60, -1.36)
H (2.50, -1.23, -0.09)
H (2.31, 0.43, 0.50)
H (2.22, -0.94, 1.64)
H (0.13, -1.76, 0.62)
H (-1.86, 1.13, 1.10)
H (-0.80, 2.12, -0.81)
H (0.86, 1.86, -0.13)
H (-1.03, -0.69, -2.40)
H (-1.66, -1.61, -1.02)
H (-2.29, 0.01, -1.38)

=====

3.
DFT (ωB97M-V with the def2-TZVPD basis set) results for the molecule H3N3O2 in a non-equilibrium geometry.

Calculated values
HOMO energy in eV: -10.36
Charge: 0
SMILES: NN[N+](=O)[O-]
HOMO-LUMO gap in eV: 11.19
Energy in eV: -8609.2391
Lowest unoccupied orbital energy in eV: 0.833
Energy above the lowest of the compared OMol25 structures with the same formula, charge and spin in kcal/mol: 14.51
Multiplicity: 1

CARTESIAN COORDINATES (ANGSTROEM)
N (-1.32, -0.15, -0.03)
N (-0.09, 0.51, -0.06)
N (1.15, -0.09, -0.11)
O (1.17, -1.28, -0.05)
O (2.03, 0.71, 0.05)
H (-1.52, -0.90, -0.68)
H (-1.43, -0.32, 1.07)
H (0.00, 1.53, -0.19)